Entry 1:
The following is a quantum chemistry calculation of 16 unconnected molecules or ions with the total composition C31H62N19O34 at a distorted geometry, from OMol25.

Results
* LUMO level: -2.81 eV
* electronic energy: -131027.6296 eV
* HOMO level: -11.474 eV
* net charge: +1
* M: 1244.9 g mol⁻¹
* relative energy (zero: lowest compared OMol25 entry of this formula, charge and spin): 81.9 kcal per mole
* gap between HOMO and LUMO: 0.31834 Eh

Geometry as XYZ:
```
146
Properties=species:S:1:pos:R:3:forces:R:3:lowdin_charge:R:1
N -5.59712 5.97599 0.06253 -0.2 0.1 0.0 -0.415
H 1.80361 4.44042 -2.48355 0.1 0.0 0.0 0.094
H 1.53905 0.34934 -12.37962 0.1 0.0 0.1 0.104
H 4.32310 3.75493 3.95735 -0.1 -0.8 -0.7 0.098
H -0.33174 3.65315 0.96336 0.0 -0.6 -0.3 0.116
H 6.24700 3.31079 6.96601 -0.1 0.0 0.1 0.099
N 2.64707 2.53812 -2.28834 0.0 0.2 -0.3 -0.418
H 3.07470 -4.74141 -5.98196 0.1 0.0 0.1 0.092
O -3.05904 -1.67495 9.47691 0.0 -0.3 -0.1 0.054
C -2.67720 2.50403 2.17783 -0.5 -2.1 0.5 -0.038
O -1.77498 -3.32590 -4.12051 -0.1 0.3 0.1 0.043
O -6.67084 6.51770 -0.05619 0.4 -0.1 -0.1 0.107
H -4.25340 -0.74101 2.05556 0.8 0.9 0.5 0.110
C -0.96180 3.58021 3.85982 -2.7 -0.7 1.5 -0.339
H -2.32557 2.33198 -8.75324 0.1 -0.2 -0.1 0.093
C 0.78217 2.78061 2.52576 -1.0 0.9 -0.9 -0.216
N -5.73667 -1.00581 6.10154 -0.1 0.1 0.0 -0.436
H -2.23950 -6.63842 -5.18903 -0.1 0.0 -0.1 0.106
H 2.49388 -6.41864 -5.74548 0.0 0.1 0.1 0.091
C -3.60170 0.08794 2.42631 2.1 2.7 1.1 -0.037
C 0.02484 -1.54241 -7.62123 0.0 -0.3 0.4 0.027
N 1.62888 1.68871 2.70292 -3.1 2.5 -2.5 0.053
C 4.17817 3.02580 3.11738 -0.6 -0.4 -0.7 0.038
C 1.50398 -0.49587 -11.69549 0.0 -0.3 -0.2 0.057
O 4.56124 0.74351 3.73298 -1.5 0.1 0.5 0.105
N -3.01052 0.85963 -7.43580 -0.2 0.0 0.1 -0.429
H -4.57768 -1.45714 7.78144 -0.1 0.1 0.0 0.063
N 1.04012 -2.22026 -6.77059 -0.2 0.0 0.0 -0.415
O 2.85980 -4.23202 -3.45060 -0.4 -0.4 -0.1 0.044
N 2.35603 -5.15913 -4.06621 0.0 -0.1 -0.1 -0.433
H -2.96319 -5.82357 -6.61674 0.0 -0.2 0.1 0.103
H -2.16025 -4.11564 10.98095 0.1 -0.1 -0.2 0.107
H 0.95932 -1.32648 -12.13581 0.0 0.1 0.1 0.099
N -1.14840 -2.52587 -3.45436 0.1 0.0 0.1 -0.441
H -5.46823 5.89362 2.14765 -0.1 -0.1 -0.1 0.110
H -0.96462 -1.84007 -7.28879 0.2 0.0 0.1 0.095
H -0.52464 -3.77794 -1.90352 0.0 -0.1 -0.2 0.110
O 1.33830 -5.75618 -3.75457 0.4 0.4 0.1 0.061
H -1.76932 -7.94515 8.74008 -0.1 0.2 0.0 0.105
N 4.33603 3.10456 7.82743 0.0 0.2 0.1 -0.445
H 5.12020 2.86220 2.51664 -0.9 0.2 1.0 0.106
H 2.00096 -1.18576 6.25964 0.4 1.2 -0.6 0.104
O -4.00224 0.87614 -6.73664 0.3 -0.1 -0.1 0.088
C -1.43352 -7.20248 8.01935 -0.1 -0.2 -0.2 0.055
H -2.89435 0.81242 -9.52301 0.2 0.1 0.1 0.098
O -1.44210 4.72755 0.20893 0.1 0.1 -0.1 -0.016
H -1.32679 0.99625 5.07035 -0.8 -0.1 -1.1 0.115
O 0.38883 3.74904 3.42903 0.2 -2.1 -0.7 0.128
N -0.34037 -6.42171 8.65692 0.2 -0.2 -0.1 -0.427
O -3.45967 -3.68469 8.77846 0.1 0.3 0.0 0.064
N -1.11280 -6.74074 -6.94791 0.0 0.0 0.0 -0.444
C 2.45299 3.79005 -3.06566 -0.1 0.1 -0.2 0.052
O 0.74690 -6.43516 8.11846 -0.2 0.2 0.3 0.086
N -2.84268 -2.87378 9.44457 0.1 0.0 0.2 -0.428
H -1.04479 -7.68090 7.12477 0.1 0.1 0.1 0.098
H 6.02095 -2.56713 2.05005 -0.1 0.0 0.2 0.108
H 3.43608 0.75279 -0.73751 -0.6 -1.4 0.7 0.092
O -0.04030 -6.21458 -7.19081 -0.2 -0.2 -0.1 0.046
O -0.61945 -5.81979 9.68163 0.3 -0.6 -0.3 0.018
H -0.24845 6.23365 -7.25046 -0.1 -0.1 0.0 0.108
O 0.63450 -2.95684 -5.89063 0.4 0.0 0.0 0.056
H 2.69454 0.55101 6.51850 -0.1 -1.1 -0.7 0.075
C -2.77764 -0.03749 3.65937 -0.2 2.0 -1.5 -0.056
O 1.19650 -0.70004 3.90992 0.4 1.6 -0.6 0.122
H -4.37183 4.77551 1.28278 -0.1 0.1 -0.1 0.065
N 0.78858 -0.05075 -10.47012 0.0 0.0 -0.1 -0.428
C -4.78111 -0.58841 7.16200 0.1 0.0 0.0 0.044
O 3.15594 2.64734 -1.18117 -0.1 0.3 -0.4 0.015
O -4.68682 6.01143 -0.75773 -0.7 -0.1 0.3 0.021
H -1.58691 -5.07118 -5.75438 0.0 -0.1 0.0 0.063
O 0.24009 5.45859 -4.38769 -0.3 0.1 0.0 0.038
H -1.19670 6.29537 -1.85189 0.0 -0.1 0.1 0.105
H -2.67838 3.42041 1.53453 0.2 -1.0 1.0 0.064
H -4.12136 1.45627 0.74824 0.8 0.2 1.0 0.104
O 4.37217 4.28677 8.09713 -0.1 -0.3 0.0 0.084
C -0.06832 -3.07638 -2.59891 0.2 0.2 0.2 0.042
O -6.81063 -1.43334 6.46864 0.3 0.1 -0.2 0.080
H 5.92012 1.74006 7.75942 -0.1 0.0 -0.1 0.108
O 4.99780 -4.23121 3.75237 -0.1 0.1 -0.2 0.065
C -3.51887 1.38237 1.69041 1.0 -0.9 2.2 -0.041
C 3.04895 -5.59426 -5.30597 0.0 -0.2 -0.3 0.050
H 4.43600 -2.33629 1.25071 0.0 -0.2 0.0 0.079
N 4.51412 -3.86431 2.69837 -0.1 -0.2 0.0 -0.447
O 2.28819 1.49823 -2.80225 0.1 0.2 0.3 0.085
N 2.27676 1.41699 3.89530 1.1 -1.3 -0.6 0.104
O 3.71552 -4.48688 2.02689 0.2 0.1 0.2 0.077
C -5.36924 5.20313 1.31263 0.2 -0.2 0.1 0.066
C -1.94288 1.09411 4.13384 -0.6 0.2 -1.4 -0.018
H 3.61291 -0.74804 5.56380 -1.1 0.6 0.4 0.093
H 1.99516 3.54246 -4.01822 0.0 -0.1 0.2 0.088
C 4.94285 -2.53306 2.19268 0.0 0.2 -0.2 0.042
C 3.71668 1.59705 3.62959 2.0 1.8 -0.7 -0.383
C -2.16972 5.83098 -1.69791 0.3 0.3 -0.3 0.043
H -1.01814 -3.86852 9.62355 -0.2 0.0 0.1 0.071
H -3.86995 -0.22937 6.69043 -0.1 0.0 0.0 0.084
O -1.32936 -1.32108 -3.43206 -0.1 -0.3 -0.2 0.054
H 3.43920 3.48185 2.39955 0.6 -0.4 0.9 0.081
O -2.28791 3.54544 -1.39649 0.3 0.1 0.6 0.120
N 0.29070 2.86855 1.24658 2.6 -2.1 2.2 0.198
C -3.08558 1.55351 -8.74941 -0.2 0.1 -0.2 0.052
C 1.65744 1.04526 1.43510 -0.4 -0.2 -1.8 -0.089
H 0.94552 5.04502 -6.64622 -0.1 0.0 0.1 0.097
C 2.95456 -0.20263 -0.37400 0.2 -0.4 0.7 -0.233
H 2.50414 -0.80408 -11.39737 0.0 0.2 0.0 0.106
H 3.12020 -0.99754 -2.03908 -0.2 -0.4 0.2 0.063
H -4.07772 1.98205 -8.86191 0.1 -0.1 0.1 0.097
H -2.82674 6.47538 -1.12792 0.3 0.0 0.0 0.075
H 0.64208 -3.57387 -3.24946 -0.2 0.0 0.1 0.045
H 5.16546 2.12316 6.17532 0.0 -0.1 0.1 0.074
H -0.70577 4.50541 -7.07645 -0.1 0.1 0.0 0.098
C 2.58918 -0.33268 5.81721 0.6 0.7 -0.8 0.028
C -2.04983 -6.00730 -6.05456 0.1 0.4 0.1 0.047
H -2.79287 -1.00002 4.22746 0.0 1.2 -0.5 0.102
C -1.73394 -3.39727 10.28509 0.1 0.5 0.3 0.042
H -6.12376 4.42033 1.35663 0.0 0.1 0.0 0.111
C -1.86954 2.37427 3.40923 -0.8 -1.9 -2.0 -0.116
O -5.37634 -0.88998 4.94059 -0.2 -0.1 0.2 0.036
N -0.57294 5.58307 -5.29031 -0.1 0.0 -0.1 -0.428
H 4.66709 -1.79379 2.94298 0.2 -0.1 0.1 0.073
H -5.25572 0.20379 7.73726 0.0 -0.2 0.0 0.109
O -1.43106 4.35484 4.63633 1.3 -0.1 -0.9 0.185
C 0.81199 1.76673 0.52010 1.5 -0.7 2.4 0.059
H 0.61175 1.54265 -0.55134 0.1 0.3 1.2 0.146
O -0.23119 -0.64515 -10.16563 0.1 0.6 -0.5 0.025
C 5.51353 2.52504 7.12518 0.3 0.1 -0.1 0.052
O 3.41762 2.34397 8.08138 0.1 0.2 -0.1 0.045
C 2.48281 -0.25460 1.12189 -1.5 0.3 -0.4 -0.075
O -1.73431 5.90413 -5.15449 0.3 -0.1 0.1 0.084
H 3.43273 4.24029 -3.21335 -0.1 0.0 0.2 0.111
H 0.19715 -1.85604 -8.64241 0.1 -0.1 0.2 0.078
O -1.48604 -7.81629 -7.37271 0.2 0.2 0.0 0.065
H 4.05286 -5.90841 -5.02708 0.0 0.2 0.0 0.101
H -2.23171 -6.50546 7.76997 0.0 0.0 0.2 0.099
N -1.95341 4.59595 -0.90561 -0.4 0.1 -0.8 -0.387
H 0.40743 -2.25899 -2.06364 -0.1 0.0 -0.1 0.072
H 0.16309 -0.47193 -7.50774 0.1 -0.1 -0.1 0.083
O 1.27435 0.87852 -9.85545 -0.3 -0.2 0.0 0.071
H -1.27790 -2.56724 10.81843 -0.2 0.0 -0.1 0.101
O -1.95213 0.32232 -7.15877 -0.5 0.4 0.0 0.036
H -2.62203 5.56192 -2.64725 0.0 -0.1 0.1 0.094
C 1.94831 0.08554 4.42682 -0.2 -2.2 2.4 -0.382
H 1.74479 -1.11039 1.21485 0.9 0.8 -0.1 0.140
N 2.75848 -1.23528 -1.10298 0.3 1.5 0.3 0.124
O 2.21086 -1.98991 -7.01754 -0.2 -0.2 0.2 0.058
C -0.10507 5.31993 -6.67741 0.3 -0.1 -0.2 0.059
H 3.29035 -0.46129 1.86756 -0.6 0.6 -0.8 0.078
```
Forces are in eV/Å.

Entry 2:
The following is a quantum chemistry calculation of 10 unconnected molecules or ions with the total composition C31H62O11 at a distorted geometry, from OMol25.

Results
* LUMO level: 0.20 eV
* electronic energy: -55659.2781 eV
* HOMO level: -9.260 eV
* structure (SMILES): CCOC(C)=O.CC(C)=O.CC(C)=O.CC(C)=O.CC(C)=O.CC(C)=O.CC(C)=O.CC(C)=O.CC(C)=O.CC(C)=O
* M: 610.8 g mol⁻¹
* relative energy (zero: lowest compared OMol25 entry of this formula, charge and spin): 272.2 kcal per mole
* gap between HOMO and LUMO: 0.34755 Eh

Geometry as XYZ:
```
104
Properties=species:S:1:pos:R:3:forces:R:3:lowdin_charge:R:1
H 36.43000 51.33400 20.87700 -1.4 0.3 1.0 0.136
H 41.59900 52.47200 24.41900 -0.4 0.5 -0.1 0.060
C 46.88000 52.74800 19.46500 -1.2 4.2 -2.3 -0.378
H 44.15700 51.80800 18.15500 0.8 -0.2 0.6 0.071
C 42.78100 51.05000 16.75700 -7.4 7.4 0.6 -0.409
H 49.00500 52.67900 19.15000 1.7 0.6 1.2 0.033
H 40.22300 50.91800 18.65100 0.5 -1.1 -1.3 0.061
C 47.51400 47.44500 20.38000 1.7 -1.4 -3.6 -0.019
H 40.91500 50.15800 23.21800 0.1 0.6 -3.3 0.149
H 42.54700 43.67400 23.68300 0.8 0.3 -0.1 0.057
O 41.86000 51.78200 16.05400 5.3 -4.2 3.3 -0.084
C 48.09700 53.65500 24.58600 1.5 2.0 1.1 -0.236
C 43.25500 49.80800 16.33900 3.6 -3.1 0.0 -0.058
C 41.48900 43.82500 23.58900 -1.1 -1.2 1.6 -0.052
O 42.74100 52.41100 22.06000 -1.4 -7.8 -0.8 -0.075
H 36.93100 50.36300 24.09000 -2.0 0.9 1.4 0.055
C 41.00700 51.34500 25.97200 4.3 0.6 2.9 -0.384
H 47.47600 51.70000 21.24900 -0.8 -0.7 -1.3 0.100
H 42.60900 52.45600 18.52300 -0.4 0.8 -0.7 0.081
H 43.96500 52.87100 25.06600 0.7 0.0 -1.0 0.073
H 45.94100 49.85200 26.07200 2.3 0.0 2.9 0.043
H 48.28900 51.47600 18.13800 -0.6 2.3 0.8 0.124
H 48.94000 52.71800 22.75000 0.6 0.7 1.7 0.113
H 45.82400 52.02200 21.08900 -2.0 0.7 1.1 0.028
C 40.66500 52.50400 25.01200 6.8 1.7 3.4 -0.011
C 39.87200 50.67500 26.69400 -0.5 -2.6 -2.0 -0.031
C 46.95700 47.67200 24.38300 1.1 1.5 -2.9 -0.040
H 44.49700 50.08500 25.37000 -2.3 0.4 -0.1 0.033
H 44.23500 50.12500 20.88700 -0.8 -1.0 -0.1 0.067
O 46.76700 53.26300 24.33500 0.3 0.1 0.5 -0.024
C 44.45900 53.58100 24.35800 -1.6 2.9 -1.7 -0.003
H 35.06800 50.27600 20.74300 -1.0 -1.6 -2.2 0.052
H 42.59600 45.75100 21.52300 3.1 -0.4 0.4 0.043
O 40.17700 43.98000 21.48600 5.3 2.7 4.7 -0.066
C 41.09000 50.45100 22.03500 0.8 2.8 2.1 -0.034
H 48.20200 54.74700 24.26900 0.0 -1.4 0.1 0.149
H 41.32000 46.15000 20.93200 -2.6 1.1 -2.5 0.020
H 44.91800 47.16200 21.04800 -0.6 -0.4 11.1 -0.039
H 37.81000 48.14300 19.22000 0.1 0.6 -0.6 0.074
H 47.73100 47.82700 21.29500 -0.6 1.2 3.3 0.001
H 45.91900 50.42800 24.42000 0.2 0.6 0.2 0.075
C 46.60600 51.69500 20.50100 2.0 -0.7 -0.7 -0.028
H 38.21500 49.44400 23.62900 -0.8 -0.2 -1.2 0.101
C 46.18600 47.77500 19.74100 -0.5 6.3 -4.6 -0.369
H 34.93600 51.03000 22.14600 1.4 0.8 0.1 0.119
O 46.13300 53.78700 19.32700 2.9 -4.3 0.6 -0.003
C 38.70900 47.73700 18.73100 -0.1 1.0 1.2 -0.038
H 47.67000 46.28400 20.52900 0.0 2.3 -0.8 0.132
C 48.18000 52.60600 18.52400 -2.8 -5.0 1.7 -0.002
H 46.87100 46.93800 23.54500 -0.1 0.4 0.8 0.073
H 44.25500 49.50200 16.97300 -2.2 0.9 -1.7 0.134
C 44.90300 47.22600 20.14600 -1.0 -2.6 -10.3 -0.029
H 43.24900 49.06800 22.33000 0.2 0.0 -2.0 0.079
H 49.04400 51.75900 24.07400 -2.1 -4.0 1.2 0.036
C 49.05500 52.75100 23.90100 -5.6 1.2 -5.3 -0.064
H 44.36800 50.23100 22.61300 -0.6 0.3 -1.0 0.080
H 42.55800 48.95100 16.60300 0.5 1.1 -0.9 0.115
O 41.08900 48.31900 19.35100 -7.4 2.5 -3.3 -0.117
H 41.58100 46.70200 22.65800 0.1 -1.3 -1.3 0.128
C 45.47200 49.79900 25.18400 0.1 -2.7 -4.5 0.019
H 38.52000 47.51400 17.69800 -0.3 -0.3 -0.5 0.089
O 42.24300 51.08000 26.28800 -5.3 1.0 -1.9 -0.015
C 39.67300 50.11100 18.08400 -1.2 -0.5 0.0 -0.043
O 46.01900 55.05100 25.55600 0.2 -1.5 -1.2 0.087
H 39.00200 50.78200 26.00000 0.2 -0.1 1.0 0.072
H 38.83900 46.88600 19.35600 0.8 -1.1 0.0 0.075
H 49.95400 52.72400 24.20800 7.2 2.0 1.8 0.007
C 37.41900 50.11800 23.21300 2.2 -1.4 -1.0 -0.036
H 38.60400 50.49700 18.40400 1.5 -1.2 -1.4 0.090
H 40.45200 51.24800 21.57900 -0.2 -0.4 1.3 0.085
H 48.40800 53.71100 25.66900 -1.0 -0.3 -0.7 0.143
C 35.71100 50.65600 21.44300 0.3 2.2 -0.3 -0.036
O 36.78600 48.46300 21.53000 -0.7 6.6 1.8 -0.031
H 48.37600 48.09400 19.83900 -1.9 -2.3 0.4 0.144
H 39.96700 52.37800 24.37000 -5.2 -1.3 -3.9 -0.023
H 43.80600 54.52800 24.43100 0.8 -1.3 0.3 0.100
H 39.85000 49.99400 16.80200 -0.5 0.7 4.2 0.176
H 41.06800 42.75200 23.71400 0.3 1.9 -0.8 0.109
H 44.35900 53.46000 23.15900 0.6 -0.8 3.1 0.116
C 36.63600 49.71800 21.98900 1.4 -9.0 0.4 -0.403
C 43.61800 49.97700 21.78500 0.4 2.3 3.6 -0.015
C 41.62900 45.87900 21.85500 -0.1 -0.1 4.2 -0.025
C 45.59300 48.36600 24.50300 -3.5 -2.4 0.0 -0.343
C 45.82500 54.08400 24.83500 -1.3 0.1 0.4 -0.526
O 46.09700 48.76300 18.84400 1.3 -4.5 3.9 -0.070
O 44.58300 47.65800 24.10000 3.9 3.5 1.5 -0.032
C 43.11400 51.56500 18.20200 0.1 1.4 -3.5 -0.005
H 41.18500 44.33800 24.57000 0.3 -0.2 -1.7 0.106
H 44.87000 46.13400 19.86200 0.5 0.5 0.1 0.131
C 42.51000 51.08100 21.95500 1.3 4.7 0.4 -0.321
H 47.86300 48.34400 24.06400 -1.8 -0.8 0.8 0.109
C 41.11800 44.54000 22.30900 -6.1 -2.7 -4.4 -0.334
H 46.32500 50.71700 19.99100 0.9 1.0 0.8 0.078
C 39.85600 48.69200 18.79400 6.6 -0.6 1.8 -0.310
H 40.62300 53.62200 25.32600 0.0 -2.2 0.5 0.141
H 41.03200 49.69400 21.30600 0.1 -1.7 -0.2 0.013
H 40.02900 49.54800 26.85600 0.1 1.6 -0.5 0.114
H 39.64700 51.02000 27.67500 0.0 0.9 0.6 0.072
H 43.49400 50.05700 15.27100 -0.2 -1.5 0.6 0.113
H 37.96000 50.96300 22.88200 0.7 1.5 -0.1 0.056
H 43.94000 47.51200 19.66900 1.1 0.9 0.4 0.114
H 48.22200 53.20400 17.70100 -0.2 2.0 -1.9 0.027
H 42.81100 50.90300 18.91600 -0.1 -2.6 1.8 0.020
H 47.27600 47.14800 25.24500 0.0 -0.4 1.2 0.058
```
Forces are in eV/Å.